Below is the ion C9H12BrClNO with charge +1 at a distorted geometry, with properties calculated with ωB97M-V/def2-TZVPD.

The geometry in XYZ format:
```
25
Properties=species:S:1:pos:R:3:forces:R:3
C 1.40785 1.78562 0.53866 -1.1 -0.9 -2.3
C 1.34669 -0.15770 -0.96077 -1.9 1.0 -1.1
C 2.77219 1.55911 0.66635 0.7 2.4 2.2
C 2.68151 -0.33351 -0.76306 1.1 -2.0 -1.5
C 0.72431 0.93358 -0.36362 -0.9 -0.8 1.0
C 3.41947 0.47669 0.09256 -0.1 -1.0 0.3
C -2.29913 -2.17894 1.03641 -3.4 0.6 1.3
C -0.76942 1.02931 -0.57703 -1.7 0.4 0.2
C -1.69994 0.07790 0.45778 0.1 5.2 -1.8
N -1.67909 -1.25684 0.12051 3.6 -2.3 -3.3
O -1.25406 0.53987 -1.87276 0.8 -3.5 5.0
Cl 5.00528 -0.10129 0.60520 -0.7 0.8 -0.5
Br -3.48909 0.78889 0.38685 -0.2 0.0 0.0
H 0.81157 2.63174 0.91387 0.9 -0.3 0.2
H 0.69459 -0.68558 -1.74006 1.5 0.4 1.1
H 3.29499 2.35336 1.30244 -0.3 -1.7 -0.9
H 3.07693 -1.15468 -1.41413 0.4 0.8 1.2
H -3.33218 -1.71877 1.19597 1.0 -1.1 -0.4
H -2.39942 -3.19424 0.68492 0.3 0.0 -0.3
H -1.90699 -2.11600 2.03816 0.9 -0.1 0.1
H -1.04435 2.12643 -0.42831 -0.2 -1.6 0.0
H -1.41492 0.10022 1.43077 1.2 1.0 2.9
H -0.60496 -1.44796 -0.00605 -1.9 -0.1 0.1
H -2.05895 -1.21968 -0.83898 -0.1 -1.0 -0.1
H -1.28287 1.16248 -2.50569 0.0 3.7 -3.3
```
Positions in Å, forces in eV/Å.

The calculation puts the HOMO energy at -12.4469 eV. The lowest unoccupied orbital energy comes out at -3.0 eV. Its SMILES is C[NH2+][C@H](Br)[C@H](O)c1ccc(Cl)cc1. Its molecular weight is 265.6 g/mol. For the electronic energy, the calculation gives -3514.03714 a.u. Its charge is +1. Its orbital gap is 9.44 eV.